No. 1
Below is a structure of composition C34H31MoN3OPSe2 at a distorted geometry, with properties calculated with ωB97M-V/def2-TZVPD.

Output
Charge   +1
Gap between HOMO and LUMO (alpha / beta)   6.49 / 6.64 eV
Energy above the lowest of the compared OMol25 structures with the same formula, charge and spin   0.0 kcal/mol
LUMO level (alpha / beta)   -3.31 / -3.90 eV
Largest force on an atom   5.169 eV/A
Total energy   -6766.0846 hartree
<S²>   2.038
2S+1   3

Each line ends with the Löwdin charge.
Positions of all 73 atoms, in Å:
1 Mo 0.162 0.876 0.573  1.3591
2 C 2.524 4.069 -1.139  -0.0226
3 C 1.465 3.308 -0.675  -0.0880
4 N 1.627 2.197 0.066  -0.1011
5 C 2.908 1.810 0.328  -0.1704
6 C 4.046 2.530 -0.105  -0.1395
7 C 3.825 3.706 -0.854  0.0389
8 C 5.313 2.028 0.243  -0.0185
9 C 5.411 0.854 0.952  -0.0506
10 C 4.287 0.146 1.371  0.0119
11 C 3.013 0.625 1.090  -0.1972
12 N 1.756 0.171 1.488  -0.1384
13 C 1.608 -0.363 2.768  -0.1965
14 C 2.465 -1.148 3.531  0.0109
15 C 2.126 -1.484 4.840  -0.0518
16 C 0.944 -1.080 5.415  -0.0189
17 C 0.027 -0.317 4.669  -0.1398
18 C -1.235 0.110 5.137  0.0395
19 C -2.056 0.807 4.271  -0.0233
20 C -1.633 1.107 2.989  -0.1000
21 N -0.419 0.763 2.515  -0.1117
22 C 0.382 0.034 3.345  -0.1728
23 H 2.322 4.951 -1.725  0.1164
24 H 0.443 3.595 -0.882  0.0888
25 H 4.656 4.292 -1.215  0.1277
26 H 6.199 2.573 -0.041  0.1184
27 H 6.384 0.458 1.195  0.1148
28 H 4.453 -0.774 1.900  0.0921
29 H 3.389 -1.535 3.144  0.0924
30 H 2.815 -2.090 5.407  0.1148
31 H 0.713 -1.343 6.436  0.1185
32 H -1.565 -0.137 6.134  0.1277
33 H -3.038 1.117 4.588  0.1169
34 H -2.275 1.645 2.305  0.0894
35 Se -1.349 -1.412 0.573  0.4108
36 P -0.618 -1.688 -1.476  0.2579
37 Se 0.787 -0.053 -1.920  0.3888
38 C -2.059 -1.694 -2.595  -0.4091
39 C -2.214 -0.707 -3.557  -0.1250
40 C -3.375 -0.659 -4.308  -0.0688
41 C -4.367 -1.605 -4.106  -0.0655
42 C -4.204 -2.600 -3.153  -0.0635
43 C -3.053 -2.646 -2.386  -0.0911
44 C 0.234 -3.287 -1.661  -0.4087
45 C 0.411 -4.118 -0.564  -0.1118
46 C 1.140 -5.286 -0.704  -0.0693
47 C 1.687 -5.616 -1.934  -0.0670
48 C 1.509 -4.780 -3.028  -0.0663
49 C 0.783 -3.610 -2.898  -0.0910
50 H -1.417 0.009 -3.718  0.0552
51 H -3.507 0.120 -5.045  0.1095
52 H -5.273 -1.565 -4.693  0.1093
53 H -4.981 -3.334 -3.003  0.1103
54 H -2.923 -3.402 -1.624  0.1093
55 H -0.022 -3.849 0.391  0.0527
56 H 1.295 -5.926 0.152  0.1083
57 H 2.264 -6.522 -2.038  0.1089
58 H 1.954 -5.035 -3.977  0.1096
59 H 0.652 -2.941 -3.738  0.1095
60 C -2.436 3.809 0.368  -0.0099
61 C -2.261 2.546 -0.493  -0.6731
62 C -3.527 1.673 -0.429  -0.0166
63 C -2.039 2.953 -1.961  -0.0130
64 O -1.183 1.816 -0.034  -0.4509
65 H -3.265 4.389 -0.022  0.0942
66 H -1.536 4.421 0.348  0.0834
67 H -2.649 3.556 1.405  0.0729
68 H -4.372 2.244 -0.800  0.0934
69 H -3.741 1.351 0.587  0.0757
70 H -3.402 0.788 -1.053  0.0733
71 H -2.914 3.487 -2.316  0.0946
72 H -1.894 2.068 -2.576  0.0653
73 H -1.175 3.602 -2.077  0.0704

Forces on atoms 1 to 2 (eV/Å):
1.6 -4.7 -1.4
0.8 0.2 -0.1

No. 2
Below is a structure of composition C34H31N7O2S2Sn, with properties calculated with ωB97M-V/def2-TZVPD.

Output
Charge   +4
Gap between HOMO and LUMO (alpha / beta)   5.24 / 4.70 eV
Energy above the lowest of the compared OMol25 structures with the same formula, charge and spin   0.0 kcal/mol
LUMO level (alpha / beta)   -13.02 / -13.56 eV
Largest force on an atom   0.670 eV/A
Total energy   -2857.3042 hartree
2S+1   1

Each line ends with the Löwdin charge.
Positions of all 77 atoms, in Å:
1 Sn 0.084 0.483 0.022  1.3585
2 C 2.894 0.012 3.722  -0.0076
3 O 1.964 -1.113 3.583  0.0810
4 C 1.271 -0.899 2.502  -0.3458
5 N 1.455 0.207 1.871  0.0146
6 C 2.344 1.053 2.740  -0.1984
7 C 3.364 1.901 2.016  -0.1791
8 C 2.960 2.736 0.978  -0.0728
9 C 3.844 3.639 0.409  -0.0782
10 C 5.155 3.713 0.864  -0.0464
11 C 5.568 2.886 1.896  -0.0273
12 C 4.673 1.997 2.479  -0.0082
13 C 0.292 -1.948 2.130  -0.1698
14 C 0.072 -3.003 2.996  0.0690
15 C -0.855 -3.962 2.625  0.0489
16 C -1.486 -3.838 1.401  0.0663
17 C -1.193 -2.756 0.573  -0.1484
18 N -0.329 -1.799 0.940  0.0524
19 C -1.892 -2.680 -0.745  -0.3139
20 N -1.749 -1.819 -1.663  0.1464
21 C -2.775 -2.148 -2.667  -0.2220
22 C -3.349 -3.527 -2.213  -0.0253
23 O -2.790 -3.667 -0.895  0.0292
24 C -2.350 -2.192 -4.093  -0.0688
25 C -1.021 -1.928 -4.514  0.0271
26 C -0.688 -2.101 -5.822  0.0252
27 C -1.683 -2.503 -6.768  0.1019
28 C -3.018 -2.752 -6.363  0.0240
29 C -3.348 -2.579 -5.057  0.0467
30 H 3.887 -0.357 3.477  0.1379
31 H 2.858 0.331 4.759  0.1566
32 H 1.686 1.735 3.288  0.1592
33 H 1.923 2.734 0.644  0.0641
34 H 3.506 4.323 -0.360  0.1074
35 H 5.839 4.438 0.443  0.1235
36 H 6.582 2.945 2.267  0.1280
37 H 5.015 1.400 3.313  0.1187
38 H 0.611 -3.058 3.931  0.1468
39 H -1.074 -4.800 3.274  0.1464
40 H -2.198 -4.581 1.076  0.1411
41 H -3.560 -1.381 -2.611  0.1802
42 H -2.992 -4.361 -2.817  0.1499
43 H -4.432 -3.557 -2.142  0.1496
44 H -0.290 -1.636 -3.772  0.1186
45 H 0.325 -1.950 -6.169  0.1348
46 H -1.414 -2.602 -7.813  0.1472
47 H -3.752 -3.066 -7.092  0.1448
48 H -4.367 -2.742 -4.726  0.1476
49 C 3.909 -0.932 -0.966  -0.0352
50 C 3.672 0.372 -1.638  -0.5588
51 N 2.544 1.005 -1.673  0.0436
52 C 2.670 2.192 -2.376  -0.3027
53 C 3.962 2.412 -2.890  -0.2765
54 S 4.992 1.175 -2.478  1.2243
55 C 1.609 3.108 -2.541  -0.2963
56 C 1.716 4.308 -3.271  -0.2723
57 S 0.274 5.137 -3.270  1.2258
58 C -0.448 3.863 -2.286  -0.5523
59 N 0.358 2.894 -1.995  0.0511
60 C -1.862 3.976 -1.846  -0.0401
61 H 3.013 -1.245 -0.433  0.0669
62 H 4.740 -0.857 -0.264  0.1033
63 H 4.176 -1.696 -1.699  0.1056
64 H 4.309 3.259 -3.462  0.1050
65 H 2.581 4.695 -3.786  0.1035
66 H -2.515 4.219 -2.684  0.1020
67 H -1.965 4.787 -1.120  0.1067
68 H -2.185 3.045 -1.386  0.0781
69 N -2.649 1.934 3.259  0.1147
70 C -1.828 3.020 3.092  -0.0243
71 C -0.953 2.672 2.116  -0.1412
72 N -1.236 1.381 1.690  -0.1430
73 C -2.271 0.974 2.407  -0.1473
74 H -3.422 1.873 3.908  0.1866
75 H -1.936 3.920 3.672  0.1436
76 H -0.152 3.260 1.700  0.1041
77 H -2.761 0.017 2.337  0.1438

Forces on atoms 1 to 2 (eV/Å):
-0.1 -0.4 0.2
-0.1 0.0 0.1

No. 3
Below is a structure of composition C34H32AsHfN2S3, with properties calculated with ωB97M-V/def2-TZVPD.

Output
Charge   +1
Gap between HOMO and LUMO   7.33 eV
LUMO level   -3.27 eV
Largest force on an atom   0.360 eV/A
Total energy   -4902.6114 hartree
2S+1   1

Each line ends with the Löwdin charge.
Positions of all 73 atoms, in Å:
1 Hf -1.025 0.758 0.242  0.9077
2 C -0.591 1.269 -2.987  -0.0822
3 N -0.235 1.911 -1.702  -0.2779
4 C -0.915 3.237 -1.618  -0.1611
5 C -2.424 3.065 -1.511  -0.1330
6 N -2.864 2.012 -0.520  -0.2579
7 C -3.382 2.679 0.717  -0.0738
8 C -3.920 1.178 -1.121  -0.2919
9 C -5.110 1.795 -1.500  -0.0295
10 C -6.112 1.058 -2.103  -0.0576
11 C -5.913 -0.297 -2.336  -0.0628
12 C -4.721 -0.898 -1.986  -0.1035
13 C -3.691 -0.170 -1.383  -0.5661
14 S -2.168 -1.041 -1.052  0.5789
15 C 1.210 2.083 -1.531  -0.2835
16 C 2.080 2.022 -2.612  -0.0205
17 C 3.437 2.227 -2.420  -0.0616
18 C 3.922 2.500 -1.151  -0.0679
19 C 3.054 2.552 -0.075  -0.1096
20 C 1.690 2.339 -0.245  -0.5903
21 S 0.632 2.355 1.194  0.6129
22 H -0.370 1.938 -3.823  0.1027
23 H -1.651 1.028 -2.986  0.0645
24 H -0.041 0.337 -3.094  0.0963
25 H -0.686 3.803 -2.527  0.1442
26 H -0.506 3.775 -0.764  0.0946
27 H -2.846 2.782 -2.474  0.1263
28 H -2.873 4.019 -1.228  0.1336
29 H -4.135 3.420 0.450  0.0926
30 H -2.558 3.177 1.234  0.0836
31 H -3.822 1.926 1.372  0.0830
32 H -5.258 2.849 -1.311  0.1179
33 H -7.038 1.534 -2.390  0.1121
34 H -6.689 -0.886 -2.803  0.1138
35 H -4.566 -1.949 -2.187  0.1055
36 H 1.718 1.816 -3.607  0.1065
37 H 4.110 2.177 -3.264  0.1137
38 H 4.979 2.661 -0.993  0.1155
39 H 3.431 2.753 0.918  0.1103
40 S -1.781 0.130 2.513  0.5394
41 C -0.323 -0.344 3.434  -0.6571
42 C -0.386 -0.199 4.816  -0.1131
43 C 0.626 -0.692 5.621  -0.0620
44 C 1.702 -1.364 5.061  -0.0647
45 C 1.777 -1.506 3.683  -0.1040
46 C 0.788 -0.974 2.863  -0.4001
47 As 0.871 -1.170 0.941  1.2402
48 C 2.701 -0.934 0.378  -0.3847
49 C 3.019 -1.270 -0.937  -0.1252
50 C 4.326 -1.159 -1.385  -0.0731
51 C 5.320 -0.709 -0.528  -0.0737
52 C 5.000 -0.340 0.769  -0.0709
53 C 3.692 -0.443 1.223  -0.1055
54 C 0.500 -3.054 0.724  -0.3676
55 C 1.501 -3.964 0.405  -0.0963
56 C 1.199 -5.317 0.325  -0.0706
57 C -0.091 -5.759 0.570  -0.0700
58 C -1.085 -4.849 0.902  -0.0664
59 C -0.794 -3.496 0.981  -0.1368
60 H -1.245 0.285 5.260  0.1037
61 H 0.559 -0.572 6.693  0.1128
62 H 2.475 -1.782 5.690  0.1106
63 H 2.608 -2.055 3.255  0.1087
64 H 2.255 -1.637 -1.616  0.1113
65 H 4.568 -1.432 -2.404  0.1121
66 H 6.342 -0.639 -0.874  0.1113
67 H 5.768 0.034 1.433  0.1131
68 H 3.452 -0.126 2.229  0.1005
69 H 2.519 -3.642 0.222  0.0970
70 H 1.978 -6.024 0.075  0.1090
71 H -0.324 -6.813 0.506  0.1093
72 H -2.092 -5.189 1.102  0.1106
73 H -1.575 -2.793 1.247  0.0666

Forces on atoms 1 to 2 (eV/Å):
-0.1 0.0 0.3
-0.1 -0.1 0.1